{"formula": "C38H49I2N6PS", "method": "ωB97M-V/def2-TZVPD", "species": ["I", "I", "S", "P", "N", "N", "N", "N", "N", "N", "C", "C", "C", "C", "C", "C", "C", "C", "C", "C", "C", "C", "C", "C", "C", "C", "C", "C", "C", "C", "C", "C", "C", "C", "C", "C", "C", "C", "C", "C", "C", "C", "C", "C", "C", "C", "C", "C", "H", "H", "H", "H", "H", "H", "H", "H", "H", "H", "H", "H", "H", "H", "H", "H", "H", "H", "H", "H", "H", "H", "H", "H", "H", "H", "H", "H", "H", "H", "H", "H", "H", "H", "H", "H", "H", "H", "H", "H", "H", "H", "H", "H", "H", "H", "H", "H", "H"], "xyz": [[5.43, -1.47, -0.78], [6.31, -1.63, 4.50], [6.24, 1.04, 3.22], [6.03, -0.22, 1.44], [8.29, -6.40, 4.36], [-3.74, 1.49, -1.41], [1.84, 4.06, 2.65], [-10.01, 0.94, -2.91], [-14.02, 4.25, -3.73], [1.16, 1.18, -2.47], [9.68, -0.05, 1.50], [9.79, -8.75, 4.23], [9.05, -6.68, 3.30], [8.28, -7.29, 5.35], [2.12, 3.42, 1.52], [7.39, 0.66, 0.46], [8.63, -0.26, 0.41], [0.59, 4.00, 3.09], [6.47, -1.88, 2.34], [-10.35, -0.29, -2.52], [9.01, -8.47, 5.34], [5.42, -4.21, 3.00], [-11.65, -0.66, -2.20], [-5.79, 2.20, -2.43], [-0.12, 2.64, 1.27], [-0.72, -0.22, -1.97], [1.18, 2.70, 0.79], [1.49, -1.09, -1.76], [1.95, 0.15, -2.16], [-6.40, 1.01, -2.09], [-13.81, 6.52, -4.47], [-15.06, 6.47, -5.05], [-4.34, 0.34, -1.09], [-5.66, 0.05, -1.40], [-4.46, 2.39, -2.07], [-12.31, 1.58, -2.69], [-15.23, 4.22, -4.29], [-13.33, 5.38, -3.83], [0.12, -1.28, -1.66], [9.81, -7.83, 3.18], [10.35, -1.38, 1.92], [-15.80, 5.30, -4.96], [7.71, 2.11, 0.83], [5.56, -3.07, 1.96], [-0.42, 3.31, 2.44], [-12.64, 0.30, -2.29], [-10.98, 1.84, -2.99], [-0.15, 0.98, -2.37], [-0.78, 1.83, -2.62], [9.04, -5.94, 2.51], [0.39, 4.53, 4.01], [7.00, 0.71, -0.55], [5.96, -3.57, 1.08], [7.65, -7.04, 6.20], [-12.35, 5.38, -3.37], [10.41, -8.01, 2.30], [-7.44, 0.82, -2.35], [9.10, -0.06, -0.56], [-9.54, -1.00, -2.46], [-16.78, 5.22, -5.39], [-13.67, 0.04, -2.05], [9.28, 0.39, 2.41], [-0.29, -2.23, -1.35], [10.49, 0.60, 1.17], [6.36, -4.48, 3.47], [11.43, -1.27, 1.98], [9.99, -1.72, 2.89], [7.54, 1.23, 3.46], [-1.43, 3.29, 2.85], [6.81, 2.70, 0.95], [8.21, 2.53, -0.05], [8.33, -1.30, 0.35], [-6.33, 2.97, -2.96], [-10.68, 2.83, -3.31], [-15.47, 7.33, -5.56], [4.73, 0.29, 1.39], [4.63, -4.02, 3.72], [-3.73, -0.38, -0.55], [-13.20, 7.41, -4.52], [10.38, -9.66, 4.18], [5.11, -5.09, 2.43], [3.02, 0.34, -2.24], [4.55, -2.72, 1.77], [8.39, 2.23, 1.65], [7.50, -2.15, 2.14], [-13.06, 2.36, -2.77], [10.17, -2.16, 1.18], [-11.86, -1.67, -1.89], [1.46, 2.19, -0.12], [-15.77, 3.29, -4.19], [8.96, -9.15, 6.17], [-1.80, -0.31, -1.91], [-0.88, 2.09, 0.73], [2.18, -1.88, -1.52], [-3.95, 3.31, -2.32], [3.15, 3.48, 1.18], [-6.10, -0.89, -1.12]], "orbital_gap_ev": 7.79, "e_tot_ev": -85464.4510, "lumo_ev": 0.2, "e_homo_ev": -7.553, "spin_multiplicity": 1}